{"formula": "C35H28Br2N5O2PW", "method": "wB97M-V/def2-TZVPD", "charge": 2, "e_above_lowest_kcal_mol": 0.00, "largest_force_ev_per_a": 0.582, "e_homo_ev": [-13.339, -13.702], "s_squared": 2.023, "multiplicity": 3, "total_energy_ha": -7330.8187, "elements": ["C", "N", "H", "C", "C", "N", "C", "C", "H", "C", "Br", "C", "C", "H", "H", "C", "H", "H", "H", "O", "O", "C", "H", "C", "C", "H", "H", "C", "H", "H", "C", "H", "C", "C", "C", "C", "H", "Br", "H", "H", "H", "C", "H", "H", "C", "H", "H", "H", "C", "C", "C", "C", "H", "C", "C", "C", "C", "H", "H", "C", "C", "H", "H", "C", "W", "C", "N", "N", "C", "P", "N", "C", "H", "C"], "coordinates": [[3.713, -1.422, -3.442], [-2.299, 0.528, -0.679], [-1.184, -3.208, -2.370], [-2.007, -4.098, 1.638], [-0.186, 0.238, 2.665], [0.193, 0.432, -2.356], [2.734, -0.856, 0.889], [2.219, 0.425, 1.088], [5.997, -0.219, 1.503], [-1.245, -1.137, 4.352], [3.289, -3.652, -1.716], [-1.070, 2.992, 1.260], [-5.230, 2.419, -1.076], [-2.858, -2.873, -2.863], [0.073, 1.646, 5.746], [1.687, -1.357, -2.142], [0.724, 2.030, 3.422], [-2.285, 4.750, 1.336], [-1.214, -0.386, 6.353], [0.749, -1.818, -1.302], [-1.618, -3.144, 2.661], [-0.205, 0.925, 4.989], [4.624, -1.947, -3.695], [0.568, 2.217, -3.898], [-1.407, 4.288, 0.905], [0.199, 3.136, -4.329], [-4.662, -2.652, -1.168], [-3.983, -2.743, -0.321], [4.488, -2.077, 0.881], [-1.696, 2.457, 1.963], [3.416, -0.227, -4.042], [-4.503, -3.324, 0.438], [2.844, -2.008, -2.491], [1.768, 1.672, -4.291], [-3.164, 1.361, -0.745], [0.846, 3.099, -0.206], [1.731, 2.646, -0.643], [4.602, 0.501, -5.303], [2.374, 2.155, -5.046], [2.683, 2.470, 1.614], [-2.867, -4.447, -1.001], [-2.136, -2.782, -2.050], [5.083, 2.049, 1.865], [2.089, -1.680, 0.600], [-1.234, -2.026, 2.093], [-1.133, 1.991, -2.579], [-1.472, -5.021, 1.847], [-1.781, -2.031, 4.630], [-0.884, -0.934, 3.018], [4.091, -1.084, 1.040], [2.210, 0.465, -3.719], [3.068, 1.472, 1.445], [-3.080, -4.251, 1.747], [-0.620, 4.992, 0.004], [-0.196, 1.573, -2.919], [-2.676, -3.395, -0.762], [0.506, 4.397, -0.550], [-0.882, 6.006, -0.263], [-3.818, -1.740, 0.074], [0.160, 1.139, 3.667], [-0.919, -0.209, 5.329], [-2.043, -1.651, -2.036], [1.127, 4.948, -1.243], [4.426, 1.236, 1.591], [-0.738, -0.671, -0.700], [-1.601, -3.424, 0.328], [-6.344, 2.586, -1.310], [-1.219, -2.049, 0.784], [4.937, -0.038, 1.389], [0.436, 0.658, 1.012], [-3.947, 2.293, -0.785], [0.064, 2.394, 0.711], [-0.690, -3.879, -0.078], [1.377, -0.123, -2.755]], "forces_ev_per_a": [[-0.051, 0.096, -0.021], [0.331, -0.134, 0.018], [-0.051, 0.011, 0.012], [-0.032, -0.086, 0.063], [0.022, 0.080, 0.114], [-0.241, 0.194, 0.130], [-0.008, -0.081, -0.040], [-0.018, -0.006, -0.054], [0.017, 0.005, 0.009], [0.025, 0.063, 0.090], [-0.069, -0.002, 0.018], [-0.018, -0.005, -0.008], [-0.441, -0.049, -0.080], [0.013, -0.113, 0.020], [-0.001, 0.000, 0.001], [0.173, -0.092, -0.261], [-0.004, 0.012, -0.048], [-0.009, 0.004, 0.005], [-0.006, 0.001, 0.017], [-0.428, 0.127, 0.165], [0.083, 0.261, -0.082], [-0.004, -0.006, 0.016], [0.023, 0.024, -0.030], [-0.049, -0.119, 0.121], [-0.002, 0.037, -0.012], [0.007, 0.016, -0.014], [-0.007, -0.024, -0.007], [-0.023, -0.009, -0.016], [0.013, -0.017, 0.001], [0.010, -0.044, 0.031], [-0.075, -0.082, 0.114], [0.012, 0.011, 0.003], [-0.145, 0.338, -0.028], [-0.045, 0.030, 0.002], [-0.296, 0.178, -0.202], [0.051, -0.037, -0.026], [-0.043, -0.011, 0.011], [-0.004, -0.023, 0.016], [-0.003, 0.020, -0.008], [-0.008, -0.029, -0.005], [-0.036, 0.018, 0.004], [0.086, 0.421, -0.120], [0.010, 0.009, 0.005], [0.039, 0.067, 0.086], [-0.002, 0.007, 0.112], [-0.001, 0.009, -0.006], [-0.049, 0.012, -0.054], [-0.007, -0.004, -0.006], [0.010, -0.020, -0.069], [0.065, 0.041, 0.034], [0.103, -0.108, 0.013], [-0.001, 0.059, 0.079], [0.070, -0.041, -0.056], [0.012, -0.020, -0.003], [0.150, -0.015, -0.064], [0.029, -0.101, 0.016], [-0.029, 0.043, -0.005], [-0.004, 0.022, -0.001], [0.023, 0.069, 0.016], [-0.061, -0.045, -0.048], [-0.021, -0.059, -0.041], [-0.169, -0.382, 0.027], [0.001, 0.005, -0.006], [0.018, -0.003, -0.002], [0.299, -0.129, 0.290], [0.100, -0.006, -0.089], [0.054, 0.004, -0.006], [-0.017, 0.007, -0.093], [-0.035, -0.046, -0.033], [-0.086, -0.149, -0.139], [0.553, -0.055, 0.174], [0.051, 0.008, -0.016], [-0.090, 0.006, 0.011], [0.238, -0.167, -0.051]]}